1.
The following is a quantum chemistry calculation of the molecule C4H6OS at a distorted geometry, from the Open Molecules 2025 dataset.

Properties
Strongest force on any atom (eV/Å): 3.651
Spin multiplicity: 1
Gap between HOMO and LUMO (eV): 9.8
Charge: 0

Structure (XYZ):
```
12
Properties=species:S:1:pos:R:3:lowdin_charge:R:1
C -1.4396 0.6314 0.1236 -0.578
C 0.7578 -0.7451 -0.0544 -0.621
C 1.5380 0.2357 -0.7570 -0.235
C 1.7433 0.2682 0.7515 -0.103
H -2.6137 0.7108 0.2957 0.108
H 1.4317 -1.5882 -0.0625 0.091
H 1.0781 1.2746 -1.1344 0.154
H 2.3607 -0.2708 -1.2263 0.090
H 2.5917 -0.0846 1.3913 0.103
H 1.2050 1.2149 1.0573 0.092
O -0.7744 1.6556 -0.0901 -0.075
S -0.9659 -1.0527 0.0011 0.974
```

***

2.
The following is a quantum chemistry calculation of a cluster of 2 separate species, C6H10NS in total at a distorted geometry, from the Open Molecules 2025 dataset.

Properties
Strongest force on any atom (eV/Å): 3.271
Spin multiplicity: 1
Gap between HOMO and LUMO (alpha / beta) (eV): 7.3 / 4.8
Charge: +1

Structure (XYZ):
```
18
Properties=species:S:1:pos:R:3:lowdin_charge:R:1
C -3.1896 1.0654 -1.5009 0.092
C 4.1079 0.7815 -0.5355 0.053
C -2.1162 0.4550 -1.0533 -0.132
C 3.2131 -0.2057 -0.3791 -0.659
C -1.8057 0.0463 0.3083 -0.107
C -0.6623 -1.2870 1.9581 -0.098
N -0.8295 -0.6531 0.7035 0.054
S 1.9291 -0.5070 -1.3705 0.872
H -3.1779 1.2420 -2.5144 0.055
H -3.9989 1.5527 -1.0401 0.074
H 4.9012 0.7709 0.0990 0.047
H 4.2678 1.6192 -1.2138 0.103
H -1.5055 0.2346 -1.8449 0.071
H 3.3232 -0.8354 0.5152 0.079
H -2.6868 0.3256 1.0051 0.185
H -0.7108 -0.7436 2.8733 0.082
H 0.3516 -1.7288 1.7879 0.096
H -1.4107 -2.1324 2.2021 0.132
```

***

3.
The following is a quantum chemistry calculation of a cluster of 9 separate species, H18O9 in total, from the Open Molecules 2025 dataset.

Properties
Strongest force on any atom (eV/Å): 0.842
Spin multiplicity: 1
Gap between HOMO and LUMO (eV): 10.9
Charge: 0

Structure (XYZ):
```
27
Properties=species:S:1:pos:R:3:lowdin_charge:R:1
O 2.7116 -1.9330 1.2147 -0.047
H 2.5073 -1.4703 2.0274 0.031
H 2.3456 -1.3794 0.5249 0.004
O 1.0789 3.6109 0.8687 -0.050
H 1.5689 3.8563 0.0838 0.032
H 0.1900 3.4452 0.5546 -0.017
O -3.0068 -1.1012 2.0142 -0.057
H -3.4953 -1.8524 2.3505 0.029
H -2.5480 -1.4382 1.2446 -0.038
O 0.3476 -3.2240 -2.6038 -0.045
H 0.3691 -2.9883 -3.5313 0.036
H 0.5503 -2.4091 -2.1444 0.008
O -1.3760 -1.8240 -0.0616 -0.025
H -1.7907 -2.5428 -0.5386 0.087
H -0.7249 -2.2500 0.4959 0.084
O 0.2181 0.2077 -0.7772 -0.049
H -0.2357 1.0400 -0.6449 -0.010
H -0.4099 -0.4560 -0.4921 -0.021
O -1.2454 2.5646 -0.8033 -0.030
H -1.2344 2.6940 -1.7516 0.070
H -1.9544 3.1275 -0.4924 0.072
O -0.8591 1.6489 2.9685 -0.044
H -0.4843 0.9216 3.4654 0.031
H -0.7388 1.4005 2.0519 0.005
O 2.9583 0.3732 -1.8110 -0.054
H 2.0774 0.0678 -1.5942 -0.032
H 3.1807 -0.0896 -2.6188 0.028
```

***

4.
The following is a quantum chemistry calculation of a cluster of 10 separate species, C5H29NO10S in total at a distorted geometry, from the Open Molecules 2025 dataset.

Properties
Strongest force on any atom (eV/Å): 3.020
Spin multiplicity: 1
Gap between HOMO and LUMO (eV): 9.8
Charge: 0

Structure (XYZ):
```
46
Properties=species:S:1:pos:R:3:lowdin_charge:R:1
O 0.9934 0.2155 -3.3754 -0.035
C 0.6215 -0.5148 -2.4266 -0.317
N -0.3666 -0.1846 -1.5615 0.059
C -0.7378 -1.0526 -0.3647 -0.341
C -2.2676 -0.8843 0.0211 -0.181
C -2.8346 -2.2348 0.4021 -0.565
S -2.2276 -3.1456 1.9064 0.700
C 0.4052 -0.7230 0.6137 -0.073
H 1.0050 -1.5531 -2.4270 0.144
H -0.6852 0.7582 -1.3799 0.107
H -0.6087 -2.1630 -0.5671 0.108
H -2.4595 -0.1940 0.9016 0.131
H -2.6426 -0.3104 -0.8916 0.100
H -2.9270 -3.0302 -0.3733 0.036
H -3.9258 -2.2093 0.5856 0.074
H -0.9033 -3.3300 1.5561 -0.127
H -0.0265 -0.8470 1.6824 0.088
H 1.2538 -1.4714 0.4147 0.094
H 0.7826 0.2957 0.4009 0.076
H -0.5416 2.0199 1.3313 0.017
H 0.0729 2.6611 2.5091 0.070
O -0.3440 1.8032 2.2788 -0.091
H 1.2377 2.3252 -2.6624 0.039
H 1.8504 3.1438 -1.5565 0.051
O 0.9991 3.1056 -2.1281 -0.085
H 1.1964 0.5051 4.5026 0.041
H 0.4775 0.3413 3.2573 0.025
O 1.3199 0.0411 3.6905 -0.062
H 2.5829 2.5577 0.4358 0.036
H 3.8389 2.4222 -0.3724 0.052
O 3.0192 2.9036 -0.3577 -0.038
H -2.2581 -3.3357 -1.7449 0.052
H -1.5821 -3.1381 -2.9290 0.015
O -1.3260 -3.5043 -2.1091 -0.059
H -0.9161 3.8542 -0.2988 0.016
H -0.0953 2.8199 -1.0622 -0.013
O -0.8496 2.9387 -0.4046 -0.076
H 2.3433 -1.4456 2.2318 0.002
H 3.1080 -1.0540 0.9293 0.040
O 3.2067 -1.5065 1.8007 -0.094
H 2.6107 0.7734 2.3492 -0.024
H 4.1664 0.6265 2.0616 0.083
O 3.3094 1.0099 1.7635 -0.074
H -3.5410 -0.4163 -3.1721 0.038
H -2.6980 0.6443 -2.6362 0.015
O -3.6362 0.4824 -2.8249 -0.058
```

***

5.
The following is a quantum chemistry calculation of a cluster of 3 separate species, C29H68B3FIN6O7 in total, from the Open Molecules 2025 dataset.

Properties
Strongest force on any atom (eV/Å): 0.659
Spin multiplicity: 1
Gap between HOMO and LUMO (eV): 9.0
Charge: +1

Structure (XYZ):
```
115
Properties=species:S:1:pos:R:3:lowdin_charge:R:1
C -2.0973 -5.5779 -1.6378 -0.093
C -0.6675 -5.4780 -1.0895 -0.235
C 0.1665 -4.3529 -1.7176 -0.176
C -0.0707 -3.0545 -0.9623 -0.108
N 0.5576 -1.8873 -1.6152 0.197
B 1.6786 -2.1465 -2.6179 -0.741
O 1.4256 -2.2381 -3.9348 0.238
O 2.8827 -2.3795 -2.0777 0.089
C 3.9941 -2.7651 -2.9189 -0.189
C 4.5992 -1.5865 -3.6517 -0.060
C 0.1203 -0.6786 -1.3565 -0.269
N -0.7724 -0.3426 -0.4218 0.048
C -0.8275 -0.8295 0.9484 -0.123
C 0.5653 -0.9521 1.5581 -0.178
C 0.5368 -1.5911 2.9392 -0.193
C -0.1996 -0.7399 3.9830 -0.259
N 0.2029 0.6726 3.9223 0.008
C -1.7350 0.6396 -1.0150 -0.225
C -2.0029 1.8065 -0.0544 -0.092
C -3.0606 1.6645 1.0514 -0.301
N -4.1952 2.5337 0.7480 -0.025
C -2.9477 -0.2968 -1.3163 -0.167
C -4.3250 0.2148 -1.7878 -0.680
C -4.8435 -0.4734 -3.0633 -0.176
I -5.8216 -0.1785 -0.2674 0.934
C -0.8764 1.0871 -2.3017 -0.095
B -1.4736 0.5574 -3.7047 -0.625
O -0.8281 -0.4488 -4.4096 0.166
O -2.6057 1.1334 -4.1696 0.205
C -0.6757 2.6093 -2.5069 -0.281
F -1.9295 3.1901 -2.7227 0.011
C 0.2212 2.9557 -3.6889 -0.156
C 0.9342 4.2867 -3.4507 -0.062
N 0.4821 0.4171 -2.1486 0.174
B 1.6060 1.0930 -1.3854 -0.662
N 2.9475 0.6232 -1.5840 0.235
O 1.3060 2.1352 -0.5549 0.176
H -2.1758 -5.1063 -2.6208 0.071
H -2.4056 -6.6153 -1.7544 0.073
H -2.8299 -5.0962 -0.9885 0.070
H -0.6962 -5.3377 -0.0045 0.109
H -0.1429 -6.4187 -1.2548 0.109
H 1.2253 -4.6186 -1.6879 0.123
H -0.1400 -4.2388 -2.7608 0.117
H 0.2943 -3.1575 0.0625 0.127
H -1.1444 -2.8579 -0.9127 0.132
H 0.4950 -2.1616 -4.1845 0.104
H 3.6580 -3.5380 -3.6118 0.126
H 4.7179 -3.2174 -2.2435 0.126
H 5.2157 -0.9768 -2.9929 0.078
H 3.8245 -0.9551 -4.0854 0.078
H 5.2314 -1.9570 -4.4594 0.088
H -1.3853 -0.0829 1.5126 0.107
H -1.3895 -1.7646 1.0494 0.130
H 0.9627 0.0592 1.6820 0.107
H 1.2558 -1.4803 0.8948 0.107
H 1.5705 -1.7243 3.2668 0.109
H 0.0856 -2.5892 2.9273 0.114
H 0.0271 -1.1374 4.9702 0.101
H -1.2794 -0.8326 3.8189 0.110
H -0.5172 1.2572 3.5177 0.052
H 0.3989 1.0397 4.8434 0.069
H -2.2894 2.6735 -0.6449 0.113
H -1.0336 2.0453 0.3918 0.117
H -2.5877 1.9152 2.0127 0.103
H -3.4323 0.6427 1.1533 0.047
H -4.9757 2.3387 1.3658 0.042
H -3.9390 3.5026 0.9070 0.078
H -3.1040 -0.8292 -0.3765 0.066
H -2.5919 -1.0647 -2.0167 0.120
H -4.3252 1.2964 -1.8952 0.077
H -5.3691 0.2442 -3.6934 0.086
H -4.0212 -0.8920 -3.6437 0.062
H -5.5456 -1.2744 -2.8444 0.039
H -0.5105 -0.2036 -5.2894 0.135
H -2.9596 0.6847 -4.9502 0.134
H -0.2963 3.0798 -1.6047 0.111
H 0.9580 2.1603 -3.8339 0.123
H -0.4198 3.0243 -4.5721 0.130
H 1.8261 4.1430 -2.8412 0.077
H 0.2725 4.9760 -2.9229 0.080
H 1.2333 4.7613 -4.3843 0.082
H 3.6488 1.3246 -1.3745 0.095
H 3.2449 -0.2675 -1.2079 0.080
H 2.0433 2.3516 0.0324 0.128
C 0.2365 5.5771 0.6815 -0.069
C 1.6853 6.0030 0.5011 -0.277
O 1.9826 6.5146 -0.7835 -0.170
C 1.2708 7.6806 -1.1736 -0.281
C 1.5030 8.8797 -0.2730 -0.075
H -0.0440 4.8451 -0.0797 0.059
H 0.1058 5.1239 1.6661 0.079
H -0.4512 6.4201 0.6132 0.072
H 2.3405 5.1359 0.6093 0.109
H 1.9719 6.7152 1.2825 0.111
H 0.1982 7.4679 -1.2556 0.107
H 1.6307 7.8948 -2.1798 0.120
H 1.1247 8.7172 0.7370 0.068
H 0.9862 9.7489 -0.6807 0.081
H 2.5670 9.1089 -0.2064 0.085
C 1.3188 -4.1605 8.2677 -0.075
C 0.3526 -4.0069 7.1077 -0.275
O 0.9445 -3.4928 5.9213 -0.183
C 1.9971 -4.2697 5.3726 -0.281
C 1.5878 -5.6777 4.9763 -0.075
H 1.8077 -3.2112 8.4899 0.083
H 0.7747 -4.4851 9.1551 0.081
H 2.0909 -4.9036 8.0664 0.068
H -0.4215 -3.2824 7.3625 0.118
H -0.1532 -4.9566 6.9034 0.109
H 2.8540 -4.3008 6.0538 0.111
H 2.3168 -3.7190 4.4867 0.103
H 1.2921 -6.2783 5.8366 0.069
H 2.4266 -6.1831 4.4962 0.079
H 0.7494 -5.6523 4.2780 0.078
```

***

Here are the calculated energy relative to the best compared isomer or geometry (same formula, charge and spin) numbers, same order: 271.24 504.16 232.57 173.74 0.00 (kJ/mol).